No. 1
{"formula": "C30H93O39P9", "method": "ωB97M-V/def2-TZVPD", "homo_energy_ev": -9.57, "charge": 0, "smiles": "COP(=O)(OC)OC.COP(=O)(OC)OC.COP(=O)(OC)OC.COP(=O)(OC)OC.COP(=O)(OC)OC.COP(=O)(OC)OC.COP(=O)(OC)OC.COP(=O)(OC)OC.COP(=O)(OC)OC.CO.CO.CO", "relative_energy_kj_mol": 44.9, "molar_mass_g_mol": 1356.8, "orbital_gap_ha": 0.353, "energy_ev": -196087.0132, "species": ["C", "O", "P", "O", "O", "C", "O", "C", "H", "H", "H", "H", "H", "H", "H", "H", "H", "C", "O", "P", "O", "O", "C", "O", "C", "H", "H", "H", "H", "H", "H", "H", "H", "H", "C", "O", "P", "O", "O", "C", "O", "C", "H", "H", "H", "H", "H", "H", "H", "H", "H", "C", "O", "P", "O", "O", "C", "O", "C", "H", "H", "H", "H", "H", "H", "H", "H", "H", "C", "O", "P", "O", "O", "C", "O", "C", "H", "H", "H", "H", "H", "H", "H", "H", "H", "C", "O", "P", "O", "O", "C", "O", "C", "H", "H", "H", "H", "H", "H", "H", "H", "H", "C", "O", "P", "O", "O", "C", "O", "C", "H", "H", "H", "H", "H", "H", "H", "H", "H", "C", "O", "P", "O", "O", "C", "O", "C", "H", "H", "H", "H", "H", "H", "H", "H", "H", "C", "O", "P", "O", "O", "C", "O", "C", "H", "H", "H", "H", "H", "H", "H", "H", "H", "C", "O", "H", "H", "H", "H", "C", "O", "H", "H", "H", "H", "C", "O", "H", "H", "H", "H"], "xyz": [[-4.3797, -3.2208, -1.2442], [-4.3727, -3.9150, -2.4782], [-3.0713, -4.7779, -2.8375], [-3.1915, -5.5847, -4.1006], [-1.9245, -3.7434, -2.8262], [-1.7011, -2.9809, -4.0138], [-2.8077, -5.6625, -1.4502], [-1.8014, -6.6338, -1.4732], [-5.3202, -3.4764, -0.7561], [-4.4737, -2.1514, -1.4327], [-3.5757, -3.5169, -0.5704], [-0.7514, -3.3570, -4.3941], [-1.5850, -1.9361, -3.7255], [-2.5560, -3.0781, -4.6829], [-1.1301, -6.4286, -0.6394], [-1.1616, -6.6925, -2.3537], [-2.2243, -7.6315, -1.3556], [3.1530, -0.7770, 3.4563], [1.9825, -0.0029, 3.3948], [1.0361, -0.0336, 4.6801], [1.7376, -0.0115, 6.0197], [0.0464, -1.2417, 4.3980], [-0.9609, -1.5056, 5.3968], [0.1512, 1.3014, 4.4940], [-0.8012, 1.5301, 3.4440], [3.2401, -1.4829, 2.6303], [3.2820, -1.3475, 4.3761], [3.9986, -0.1032, 3.3178], [-1.8270, -0.8703, 5.2117], [-0.6431, -1.2383, 6.4047], [-1.2776, -2.5483, 5.4184], [-0.8326, 0.7481, 2.6854], [-0.6322, 2.4985, 2.9731], [-1.8087, 1.6491, 3.8426], [-5.2759, 2.5714, -4.3718], [-3.8895, 2.7462, -4.4802], [-2.8504, 2.0575, -3.4620], [-2.8766, 0.5906, -3.2997], [-3.1496, 2.9272, -2.0919], [-4.4159, 2.8287, -1.4838], [-1.3612, 2.5816, -3.9077], [-1.0882, 3.9801, -4.1588], [-5.4267, 1.5760, -3.9540], [-5.6712, 2.6391, -5.3854], [-5.7899, 3.3383, -3.7924], [-4.3126, 2.7873, -0.3995], [-4.8843, 1.8760, -1.7311], [-4.9573, 3.7161, -1.8118], [-1.6207, 4.7168, -3.5573], [-1.2977, 4.2474, -5.1946], [-0.0463, 4.2453, -3.9789], [-0.9621, -3.2850, 1.9819], [-0.5334, -1.9538, 1.6935], [0.5717, -1.6335, 0.5222], [1.7707, -2.4784, 0.5326], [-0.3653, -1.7366, -0.7883], [-1.4022, -0.7712, -1.0431], [0.7487, -0.0289, 0.7816], [1.7735, 0.7093, 0.1679], [-2.0453, -3.2912, 1.8601], [-0.6691, -3.3959, 3.0259], [-0.3785, -3.9382, 1.3331], [-2.3016, -1.2299, -1.4540], [-1.0411, -0.1014, -1.8235], [-1.5844, -0.1716, -0.1513], [2.3840, 0.1441, -0.5362], [2.4327, 1.1897, 0.8910], [1.2226, 1.5017, -0.3389], [2.2189, 3.5210, 2.5513], [2.1096, 4.0841, 3.8700], [2.0891, 5.7055, 4.0305], [1.9300, 6.0445, 5.4863], [3.4776, 6.2915, 3.3211], [3.9388, 7.6008, 3.5708], [0.9312, 6.1605, 3.0119], [-0.4378, 5.8580, 3.2304], [2.5473, 2.4817, 2.5660], [2.8885, 4.0967, 1.9122], [1.2907, 3.3071, 2.0214], [3.1732, 8.3520, 3.7650], [4.5277, 7.9561, 2.7253], [4.5578, 7.6989, 4.4626], [-0.7840, 6.2015, 4.2052], [-0.6090, 4.7820, 3.1989], [-1.0214, 6.2509, 2.3979], [-4.9186, -3.3466, 3.5672], [-5.5428, -2.0627, 3.4033], [-5.9105, -1.5222, 1.8675], [-6.8968, -2.3306, 1.0759], [-6.4254, -0.0102, 2.1092], [-6.8418, 0.7593, 0.9699], [-4.5128, -1.3204, 1.1191], [-3.6346, -0.3109, 1.5334], [-4.7383, -3.8349, 2.6095], [-5.6159, -3.9426, 4.1559], [-3.9875, -3.1141, 4.0841], [-6.5634, 0.3541, -0.0029], [-6.4146, 1.7616, 1.0029], [-7.9254, 0.7819, 0.8540], [-3.7167, 0.5824, 0.9142], [-2.6175, -0.7007, 1.5750], [-3.9219, 0.1135, 2.4954], [-1.2965, 7.3557, -2.0908], [-1.0160, 6.0417, -1.5978], [0.3760, 5.7558, -0.7848], [0.9475, 6.9500, -0.1507], [-0.0657, 4.5842, 0.2539], [-0.7291, 3.4114, -0.2202], [1.2862, 5.0498, -1.9255], [2.6115, 4.6597, -1.4821], [-1.3916, 7.2182, -3.1680], [-0.6625, 8.2137, -1.8672], [-2.2788, 7.5983, -1.6855], [-0.4833, 3.2435, -1.2688], [-1.7912, 3.3032, -0.0001], [-0.3222, 2.5884, 0.3674], [2.7575, 4.8393, -0.4169], [3.3429, 5.2283, -2.0563], [2.7846, 3.6407, -1.8281], [5.5295, 2.3252, -3.0002], [4.8884, 2.0319, -1.7189], [5.6526, 1.3302, -0.4948], [4.8556, 1.3263, 0.7523], [6.0887, -0.1025, -1.1145], [5.1843, -1.1280, -1.0126], [7.0428, 2.1568, -0.4708], [8.0213, 1.8430, 0.4782], [6.1533, 3.2140, -2.9052], [4.8198, 2.4770, -3.8135], [6.1560, 1.5234, -3.3908], [4.3438, -0.8696, -0.3685], [5.5716, -1.9941, -0.4761], [4.9218, -1.4652, -2.0154], [8.9785, 1.6295, 0.0026], [7.6785, 1.0655, 1.1610], [8.1009, 2.6826, 1.1687], [3.7943, -2.6405, -5.6570], [3.7596, -1.5795, -4.7634], [2.3785, -0.9688, -4.2175], [2.5554, 0.1101, -3.1996], [1.6150, -0.4180, -5.5801], [0.2557, -0.0057, -5.4346], [1.4943, -2.2522, -3.7031], [1.9071, -3.0589, -2.6786], [4.1531, -3.5785, -5.2331], [4.5907, -2.4992, -6.3876], [2.8821, -2.8175, -6.2268], [-0.3758, -0.6655, -6.0294], [0.2605, 1.0122, -5.8244], [-0.0881, 0.0748, -4.4034], [2.2714, -3.9763, -3.1409], [0.9701, -3.2889, -2.1714], [2.6388, -2.5954, -2.0168], [3.8221, -5.0759, 0.9200], [3.9422, -3.7805, 1.4068], [3.1085, -5.6457, 1.5153], [3.4189, -5.0564, -0.0925], [4.8390, -5.4681, 0.9184], [3.1634, -3.2739, 1.1652], [-2.5586, -6.1070, 4.1089], [-3.0177, -6.3148, 2.7648], [-2.2025, -5.0779, 4.1558], [-3.3079, -6.2894, 4.8792], [-1.7534, -6.8193, 4.2889], [-3.9761, -6.3274, 2.8177], [0.7496, -7.0064, 1.9630], [0.6485, -6.4200, 3.2976], [1.5307, -7.7636, 1.8947], [-0.1403, -7.6056, 1.7705], [0.8357, -6.3293, 1.1132], [0.6107, -7.1998, 3.8564]], "forces_ev_per_a": [[-1.3, 0.3, 0.7], [1.0, -1.3, -0.6], [-1.7, -3.0, -0.5], [0.1, 1.4, 2.2], [1.0, 0.5, 0.8], [0.4, 0.3, 0.1], [-0.9, 2.0, -2.2], [1.1, -1.0, 0.5], [0.0, -0.1, 0.2], [0.6, 0.0, 0.0], [0.2, 0.3, -0.2], [-0.3, 0.2, -0.6], [0.0, 0.0, 0.0], [0.3, -0.1, -0.3], [0.0, -0.1, 0.2], [-0.3, 0.5, -0.4], [-0.2, 0.1, 0.1], [1.9, -0.6, -0.5], [-1.5, -0.1, 0.8], [1.3, 1.7, 2.0], [-1.6, -0.4, -2.7], [-0.2, -0.5, 0.5], [-0.3, 0.6, 0.4], [-0.1, -0.6, -0.3], [-0.3, 0.1, 0.0], [-0.6, 0.0, -0.1], [-0.2, 0.3, 0.1], [0.0, 0.1, 0.3], [-0.1, -0.1, -0.3], [0.5, -0.1, -0.1], [0.4, 0.0, -0.5], [0.3, -0.1, 0.0], [0.6, -0.1, 0.0], [0.0, -0.3, 0.5], [-0.9, -0.7, -0.5], [2.2, 0.1, 0.2], [1.0, 1.5, 0.7], [-0.3, 1.1, -0.3], [1.6, -1.1, -1.3], [-0.2, -0.2, 0.2], [-2.1, 0.1, 0.7], [0.1, 1.0, -0.5], [-0.6, 0.0, -0.1], [-0.1, -0.3, 0.1], [0.4, 0.0, 0.2], [0.2, 0.4, 0.0], [-0.4, 0.2, -0.2], [-0.5, -0.3, 0.4], [-0.5, -0.7, 0.4], [-0.1, -0.4, -0.1], [0.1, -0.8, 0.1], [0.8, 0.7, 0.2], [1.5, 1.8, -1.4], [-2.7, 1.6, 1.3], [-0.6, 0.3, -0.6], [1.1, -0.4, 0.4], [0.6, 0.6, -0.3], [-0.9, -3.1, 0.6], [0.5, 1.2, -0.7], [0.1, -0.5, -0.2], [-0.2, -0.6, 0.0], [-0.6, -0.6, 0.2], [0.2, -0.3, 0.4], [0.1, 0.0, 0.1], [-0.2, -0.2, -0.1], [-0.2, 0.0, -0.1], [-0.1, -0.4, 0.2], [0.5, 0.0, -0.5], [0.2, -0.9, -0.6], [0.3, 1.2, -0.8], [0.5, -0.1, 1.7], [0.2, -0.2, -2.7], [-2.3, -1.5, 0.5], [0.3, 1.3, 0.5], [1.1, 0.3, 0.2], [-0.3, -0.7, 0.1], [0.9, 0.2, 0.9], [0.0, 0.0, 0.1], [-0.7, 1.1, 0.3], [-0.5, -0.3, -0.4], [-0.1, -0.3, -0.1], [0.2, -0.7, 0.1], [0.0, 0.3, -0.1], [0.2, -0.2, 0.1], [0.2, 0.4, 0.2], [-0.2, 0.5, -0.1], [-0.9, 1.8, -2.6], [-1.7, -1.0, 0.2], [2.1, 0.9, 1.3], [0.5, -0.6, 0.3], [-0.3, -0.1, -0.9], [-0.8, -0.9, -0.2], [0.4, 1.2, 1.0], [0.1, 0.0, 0.0], [0.3, -0.1, 0.1], [0.0, -0.5, 0.1], [0.6, -0.5, 0.2], [-0.1, -0.1, 0.5], [-0.1, 0.2, 0.7], [0.2, -0.3, -0.7], [-0.1, 0.1, 0.0], [0.1, -0.5, 0.4], [-1.3, -0.1, -0.6], [2.0, -0.3, 1.2], [-1.1, 0.0, -0.5], [-0.1, -0.9, -0.1], [0.0, 1.3, -0.8], [0.7, -1.1, 0.3], [-0.8, 0.4, 1.2], [0.4, 0.0, -1.0], [0.0, 0.4, -0.1], [0.7, -0.7, 0.3], [-0.1, 0.1, -0.1], [-0.4, -0.1, 0.0], [-0.1, 1.1, -0.3], [0.4, -0.1, -0.1], [0.0, -0.3, -0.1], [-0.1, 0.4, 0.2], [-0.2, -0.2, 0.7], [0.4, -0.1, 0.1], [0.4, 0.1, -0.3], [0.3, 0.6, -1.0], [0.8, -0.2, -1.1], [1.4, 2.6, 0.9], [-1.4, -2.2, 0.5], [-1.8, -0.7, -1.0], [0.2, 0.2, 1.6], [-0.1, 0.0, 0.2], [-0.6, 0.1, 0.7], [0.1, -0.3, 0.6], [-0.4, 0.2, -0.5], [0.6, 0.0, -0.1], [-0.4, 0.2, 0.1], [-0.2, -0.1, 0.0], [0.3, -0.6, -0.3], [0.4, 0.3, -0.3], [0.8, -1.6, -1.7], [-1.0, 1.3, 1.1], [-0.9, 0.9, 0.2], [0.0, -1.7, -1.2], [1.5, -1.9, 2.1], [-0.1, 0.8, -0.3], [0.3, 3.6, -3.3], [-0.2, -1.6, 1.1], [-0.6, 0.0, 0.8], [-0.1, 0.7, -0.2], [-0.2, 0.2, 0.3], [-0.1, 0.1, 0.1], [-0.5, -0.1, -0.2], [0.1, -0.3, 0.1], [0.4, -0.2, 0.4], [0.4, -0.2, 0.6], [-0.1, -0.1, 0.1], [-0.2, 0.2, -0.3], [0.6, 0.9, 0.6], [0.3, -0.4, 0.2], [0.1, -0.2, -0.4], [-0.3, -0.5, 0.0], [-0.3, 0.1, -0.1], [0.3, -0.1, -0.5], [-0.4, -0.1, 0.5], [0.2, -0.1, 0.4], [-0.3, 0.1, -0.2], [0.1, 0.3, 0.0], [-0.1, -0.1, -0.3], [-0.7, -1.0, 0.5], [0.4, -0.2, -1.7], [0.6, 0.4, 0.1], [-0.5, 0.2, 0.0], [0.2, 0.6, 0.7], [0.0, 0.1, 0.3]], "lowdin_charge": [-0.121, -0.192, 0.427, -0.250, -0.223, -0.063, -0.223, -0.133, 0.081, 0.084, 0.080, 0.091, 0.068, 0.096, 0.071, 0.088, 0.092, -0.094, -0.218, 0.433, -0.246, -0.225, -0.076, -0.196, -0.084, 0.070, 0.093, 0.094, 0.084, 0.088, 0.079, 0.068, 0.059, 0.086, -0.115, -0.211, 0.500, -0.227, -0.250, -0.123, -0.215, -0.089, 0.090, 0.098, 0.085, 0.078, 0.080, 0.095, 0.068, 0.090, 0.082, -0.054, -0.270, 0.526, -0.206, -0.219, -0.074, -0.238, -0.090, 0.085, 0.080, 0.086, 0.071, 0.075, 0.063, 0.069, 0.060, 0.076, -0.096, -0.193, 0.504, -0.259, -0.226, -0.133, -0.231, -0.095, 0.066, 0.086, 0.056, 0.086, 0.087, 0.086, 0.094, 0.066, 0.087, -0.093, -0.235, 0.486, -0.246, -0.223, -0.099, -0.227, -0.109, 0.078, 0.097, 0.083, 0.080, 0.084, 0.095, 0.085, 0.069, 0.091, -0.098, -0.248, 0.456, -0.214, -0.226, -0.087, -0.239, -0.063, 0.082, 0.090, 0.088, 0.083, 0.083, 0.058, 0.080, 0.092, 0.080, -0.073, -0.233, 0.454, -0.223, -0.196, -0.139, -0.217, -0.118, 0.084, 0.085, 0.086, 0.067, 0.092, 0.084, 0.095, 0.087, 0.092, -0.136, -0.201, 0.510, -0.238, -0.224, -0.105, -0.244, -0.133, 0.090, 0.090, 0.095, 0.095, 0.089, 0.064, 0.097, 0.078, 0.081, -0.169, -0.139, 0.056, 0.071, 0.084, -0.010, -0.144, -0.126, 0.056, 0.082, 0.064, 0.064, -0.147, -0.127, 0.076, 0.069, 0.061, 0.065]}

No. 2
{"formula": "H5NO2Si", "method": "ωB97M-V/def2-TZVPD", "homo_energy_ev": -9.46, "charge": 0, "smiles": "N[SiH](O)O", "relative_energy_kj_mol": 93.3, "molar_mass_g_mol": 79.1, "orbital_gap_ha": 0.368, "energy_ev": -13546.2538, "species": ["N", "O", "O", "Si", "H", "H", "H", "H", "H"], "xyz": [[0.0234, 0.7467, -1.1980], [0.9743, 0.2225, 1.4296], [-1.6570, -0.4378, 0.5831], [-0.0994, -0.4208, 0.3185], [0.9084, 0.9632, -1.6256], [-0.3299, 0.1326, -1.9419], [1.7087, 0.6112, 1.0663], [-2.0229, -0.2181, 1.4738], [0.4944, -1.5995, -0.1058]], "forces_ev_per_a": [[-0.8, -2.3, 1.3], [-3.9, -1.8, 1.3], [-1.8, 0.0, 2.3], [3.0, 4.4, -2.7], [0.8, 0.2, 0.6], [-0.5, 0.3, 0.1], [2.7, 1.5, -1.3], [0.4, -0.3, -1.3], [0.2, -2.1, -0.3]], "lowdin_charge": [-0.107, -0.146, -0.121, 0.331, -0.017, -0.010, -0.009, 0.100, -0.021]}

No. 3
{"formula": "CHIOS2", "method": "ωB97M-V/def2-TZVPD", "homo_energy_ev": -9.15, "charge": 0, "relative_energy_kj_mol": 45.1, "molar_mass_g_mol": 220.1, "orbital_gap_ha": 0.295, "energy_ev": -32871.1814, "species": ["C", "O", "S", "S", "I", "H"], "xyz": [[-2.5417, -3.7878, 2.6681], [-3.6096, -3.5292, 2.4062], [-1.5293, -0.9612, 0.4882], [0.3455, -0.0906, 0.5966], [-1.0181, -3.2886, 0.0668], [0.6894, 0.6781, -0.4704]], "forces_ev_per_a": [[-0.6, 0.0, 0.5], [0.3, -0.1, 0.1], [0.8, 0.2, -0.5], [0.2, 0.0, 1.0], [0.2, 0.4, -0.6], [-0.9, -0.5, -0.4]], "lowdin_charge": [-0.156, -0.016, -0.231, 0.176, 0.411, -0.183]}